Record 1
# C28H26BrF6NaO3SbSi

A molecular structure, C28H26BrF6NaO3SbSi (ωB97M-V/def2-TZVPD, the Open Molecules 2025 dataset).

```
! wB97M-V def2-TZVPD RIJCOSX def2/J DEFGRID3
* xyz -2 2
Na 1.871 -0.545 -1.584
C -0.810 1.869 4.740
C 0.205 1.593 3.831
C -0.100 1.141 2.556
C -1.434 0.957 2.165
C -2.440 1.246 3.089
C -2.135 1.696 4.368
Si -1.776 0.430 0.402
C -1.185 1.794 -0.727
C -1.217 3.133 -0.328
C -0.815 4.145 -1.189
C -0.359 3.829 -2.462
C -0.300 2.503 -2.868
C -0.711 1.495 -2.007
C -3.646 0.239 0.178
C -4.336 0.940 -0.813
C -5.692 0.735 -1.035
C -6.391 -0.182 -0.264
C -5.728 -0.891 0.730
C -4.374 -0.680 0.942
H -0.564 2.220 5.736
H 1.239 1.734 4.122
H 0.703 0.926 1.853
H -3.480 1.131 2.805
H -2.930 1.912 5.073
H -1.555 3.386 0.672
H -0.838 5.178 -0.860
H -0.025 4.616 -3.128
H 0.091 2.249 -3.845
H -0.607 0.459 -2.315
H -3.799 1.658 -1.424
H -6.203 1.284 -1.817
H -7.449 -0.345 -0.435
H -6.269 -1.611 1.333
H -3.867 -1.246 1.718
Br 8.860 -0.568 2.518
C 7.058 -0.517 1.870
C 6.713 -1.287 0.773
C 5.400 -1.261 0.325
C 4.458 -0.452 0.951
C 4.840 0.331 2.031
C 6.142 0.295 2.514
C 3.023 -0.452 0.453
O 2.533 -1.573 0.202
O 2.461 0.663 0.316
H 7.455 -1.901 0.280
H 5.090 -1.855 -0.526
H 4.104 0.984 2.486
H 6.439 0.888 3.368
F 0.440 -0.820 -2.914
Sb 2.302 -2.157 -3.876
F 1.325 -3.159 -5.206
F 2.148 -3.829 -2.841
F 4.006 -2.872 -4.380
F 3.484 -0.666 -2.744
F 2.543 -0.922 -5.355
C -0.263 -3.152 -0.374
C -1.485 -2.261 -0.351
C -2.142 -2.220 -1.721
O -1.035 -0.943 -0.012
H -0.545 -4.201 -0.487
H 0.353 -3.020 0.513
H 0.308 -2.830 -1.240
H -2.214 -2.589 0.402
H -1.430 -1.791 -2.432
H -3.062 -1.628 -1.706
H -2.382 -3.234 -2.049
*
```

Values from the calculation:
Energy relative to the best compared isomer or geometry (same formula, charge and spin) ... 0.684 eV
⟨S²⟩ ... 0.7545
Orbital gap (alpha / beta) ... 5.613 / 7.559 eV

Results of the Löwdin charge analysis, in e, for atoms 1 through 2:
1 Na 0.208
2 C -0.112

Record 2
# C28H26F6IN4O9S3TeW

A molecular structure, C28H26F6IN4O9S3TeW (ωB97M-V/def2-TZVPD, the Open Molecules 2025 dataset).

```
! wB97M-V def2-TZVPD RIJCOSX def2/J DEFGRID3
* xyz 0 2
W -0.997 -0.366 -0.717
O -4.103 -1.820 -0.106
S -2.741 -2.391 -0.222
O -2.655 -3.766 0.123
O -2.126 -2.079 -1.573
O -1.769 -1.539 0.627
F -4.920 1.230 2.446
C -4.668 0.125 1.818
F -3.454 -0.299 2.224
F -5.521 -0.818 2.077
S -4.085 0.418 -0.144
O -2.852 0.190 -1.115
O -5.240 0.583 -0.953
N -3.617 1.996 0.354
S -2.096 2.124 0.178
O -1.552 2.342 -1.145
O -1.367 0.939 0.810
C -1.643 3.703 1.061
F -2.570 4.582 0.673
F -0.475 4.171 0.712
F -1.704 3.553 2.377
I 0.398 -0.030 -7.023
C -0.648 -0.203 -5.260
C -1.935 -0.668 -5.076
N -2.164 -0.634 -3.761
N -1.097 -0.195 -3.077
C -0.170 0.083 -3.980
H -2.671 -1.004 -5.786
H -2.976 -0.926 -3.241
H 0.779 0.494 -3.684
C 1.293 -1.261 7.310
C 1.287 -1.237 5.805
C 2.120 -0.374 5.102
C 2.082 -0.278 3.718
C 3.005 0.680 3.003
C 1.177 -1.090 3.018
Te 1.118 -0.839 0.852
N 0.494 0.733 -1.163
C 0.916 1.850 -0.519
O 0.981 1.946 0.709
C 1.450 2.992 -1.326
C 0.928 3.302 -2.578
C 1.457 4.356 -3.306
C 2.505 5.104 -2.787
C 3.018 4.801 -1.533
C 2.493 3.748 -0.800
C 0.662 -2.045 -1.423
C 0.078 -3.316 -1.378
C 0.186 -4.213 -2.426
C 0.950 -3.882 -3.530
C 1.713 -2.726 -3.493
C 1.641 -1.829 -2.429
C 2.706 -0.761 -2.359
C 0.373 -2.010 3.692
C -0.550 -2.972 2.990
C 0.436 -2.058 5.084
H 2.289 -1.058 7.704
H 0.948 -2.222 7.689
H 0.620 -0.490 7.694
H 2.821 0.250 5.648
H 3.625 1.225 3.714
H 2.424 1.386 2.409
H 3.645 0.128 2.312
H 0.085 2.733 -2.948
H 1.045 4.599 -4.278
H 2.917 5.926 -3.359
H 3.833 5.386 -1.125
H 2.874 3.503 0.182
H -0.483 -3.621 -0.511
H -0.332 -5.162 -2.369
H 0.998 -4.542 -4.386
H 2.416 -2.521 -4.293
H 3.243 -0.691 -3.305
H 3.414 -1.032 -1.573
H 2.302 0.211 -2.100
H -0.317 -3.034 1.929
H -1.590 -2.657 3.084
H -0.456 -3.970 3.419
H -0.202 -2.763 5.610
*
```

Values from the calculation:
Energy relative to the best compared isomer or geometry (same formula, charge and spin) ... 7.368 eV
⟨S²⟩ ... 0.7715
Orbital gap (alpha / beta) ... 4.947 / 6.052 eV

Results of the Löwdin charge analysis, in e, for atoms 1 through 2:
1 W 1.587
2 O -0.325

Record 3
# C28H26F6IN4O9S3TeW

A molecular structure, C28H26F6IN4O9S3TeW (ωB97M-V/def2-TZVPD, the Open Molecules 2025 dataset).

```
! wB97M-V def2-TZVPD RIJCOSX def2/J DEFGRID3
* xyz 0 4
W -1.200 2.138 1.146
O 0.242 1.206 2.030
S -0.257 3.882 3.042
O -0.602 5.276 3.139
O -1.606 2.981 2.893
O 0.154 3.577 1.491
F -1.755 4.561 -2.543
C -1.161 3.508 -3.085
F 0.121 3.816 -3.302
F -1.738 3.225 -4.253
S -1.248 1.945 -2.044
O -0.647 2.655 -0.728
O -0.172 1.182 -2.692
N -3.764 2.618 -1.834
S -4.278 2.258 -0.436
O -5.416 3.021 -0.012
O -3.215 2.180 0.642
C -4.878 0.508 -0.403
F -6.004 0.429 -1.103
F -3.975 -0.301 -0.966
F -5.107 0.091 0.839
I -4.539 7.923 0.440
C -3.094 6.460 0.418
C -1.786 6.589 0.010
N -1.221 5.386 0.163
N -2.077 4.487 0.650
C -3.228 5.123 0.812
H -1.236 7.434 -0.366
H -0.259 5.110 0.053
H -4.098 4.615 1.192
C 4.802 -4.680 -3.551
C 4.023 -3.577 -2.890
C 4.636 -2.698 -2.004
C 3.932 -1.682 -1.372
C 4.661 -0.749 -0.442
C 2.564 -1.562 -1.645
Te 1.456 -0.006 -0.733
N -1.193 0.334 0.129
C -1.760 -0.304 1.108
O -2.112 0.467 2.100
C -1.933 -1.762 1.184
C -2.083 -2.383 2.419
C -2.163 -3.766 2.481
C -2.107 -4.519 1.316
C -1.975 -3.894 0.081
C -1.885 -2.514 0.014
C 1.777 -0.369 1.293
C 1.645 0.938 2.048
C 2.063 0.834 3.474
C 2.196 -0.383 4.070
C 2.024 -1.566 3.346
C 1.813 -1.566 1.925
C 1.650 -2.897 1.244
C 1.920 -2.405 -2.553
C 0.456 -2.303 -2.882
C 2.673 -3.407 -3.158
H 5.871 -4.568 -3.379
H 4.627 -4.692 -4.627
H 4.498 -5.652 -3.159
H 5.698 -2.797 -1.807
H 5.736 -0.899 -0.523
H 4.375 -0.907 0.599
H 4.452 0.297 -0.683
H -2.124 -1.775 3.313
H -2.274 -4.258 3.439
H -2.177 -5.598 1.368
H -1.954 -4.486 -0.826
H -1.797 -1.995 -0.931
H 2.171 1.765 1.554
H 2.161 1.753 4.035
H 2.421 -0.444 5.128
H 2.070 -2.520 3.856
H 1.242 -3.620 1.952
H 2.603 -3.285 0.878
H 0.963 -2.835 0.402
H 0.051 -1.296 -2.762
H -0.116 -2.978 -2.239
H 0.282 -2.609 -3.913
H 2.183 -4.065 -3.869
*
```

Values from the calculation:
Energy relative to the best compared isomer or geometry (same formula, charge and spin) ... 3.514 eV
⟨S²⟩ ... 3.7882
Orbital gap (alpha / beta) ... 6.604 / 5.496 eV

Results of the Löwdin charge analysis, in e, for atoms 1 through 2:
1 W 1.952
2 O -0.373

Record 4
# C28H26GaN3O3SSi

A molecular structure, C28H26GaN3O3SSi (ωB97M-V/def2-TZVPD, the Open Molecules 2025 dataset).

```
! wB97M-V def2-TZVPD RIJCOSX def2/J DEFGRID3
* xyz 0 1
Ga -0.362 -0.159 -0.693
C -0.863 -0.347 3.830
C -1.129 -0.941 2.470
O -0.250 -0.942 1.602
C -2.463 -1.475 2.237
C -3.182 -2.138 3.236
C -4.432 -2.655 2.986
C -5.022 -2.472 1.738
C -4.352 -1.799 0.747
C -3.065 -1.280 0.970
O -2.495 -0.537 0.050
H 0.055 0.236 3.799
H -0.754 -1.130 4.581
H -1.698 0.286 4.123
H -2.735 -2.278 4.210
H -4.966 -3.192 3.755
H -6.019 -2.846 1.556
H -4.799 -1.639 -0.222
C 4.305 0.265 -0.931
C 2.998 0.328 -1.421
N 2.156 -0.679 -1.359
C 2.567 -1.828 -0.805
C 3.884 -2.018 -0.323
C 4.757 -0.920 -0.394
C 4.256 -3.284 0.218
C 3.366 -4.303 0.289
C 2.016 -4.133 -0.142
C 1.044 -5.142 -0.056
C -0.250 -4.869 -0.435
C -0.554 -3.587 -0.907
N 0.346 -2.643 -1.050
C 1.609 -2.888 -0.675
H 4.943 1.133 -0.977
H 2.607 1.226 -1.882
H 5.763 -1.010 -0.011
H 5.272 -3.409 0.570
H 3.660 -5.260 0.697
H 1.323 -6.121 0.306
H -1.018 -5.624 -0.364
H -1.566 -3.317 -1.188
C 0.244 3.155 1.138
Si -0.927 3.338 -0.362
C -2.014 4.889 -0.102
C 0.136 3.567 -1.916
C -0.156 2.877 -3.086
C 0.571 3.083 -4.245
C 1.625 3.982 -4.243
C 1.943 4.667 -3.083
C 1.196 4.464 -1.936
H 0.743 4.090 1.371
H 1.004 2.399 0.949
H -0.319 2.855 2.015
H -1.417 5.776 0.083
H -2.670 4.743 0.750
H -2.637 5.085 -0.970
H -0.975 2.172 -3.078
H 0.310 2.551 -5.150
H 2.202 4.149 -5.141
H 2.773 5.361 -3.075
H 1.441 5.014 -1.039
O -2.976 1.724 1.563
S -3.095 1.435 0.144
N -1.956 2.012 -0.719
*
```

Values from the calculation:
Energy relative to the best compared isomer or geometry (same formula, charge and spin) ... 1.260 eV
Orbital gap ... 7.027 eV

Results of the Löwdin charge analysis, in e, for atoms 1 through 2:
1 Ga 0.920
2 C 0.005

Record 5
# C28H26N3O2P

2 unconnected molecules or ions with the total composition C28H26N3O2P (ωB97M-V/def2-TZVPD, the Open Molecules 2025 dataset).

```
! wB97M-V def2-TZVPD RIJCOSX def2/J DEFGRID3
* xyz 0 1
C 5.348 -4.059 1.416
C 4.225 -3.948 2.241
C 3.142 -3.154 1.850
C 3.168 -2.467 0.626
P 1.705 -1.549 0.007
C 0.377 -2.731 0.419
C -0.617 -2.400 1.340
C -1.618 -3.332 1.641
C -1.623 -4.584 1.016
C -0.639 -4.901 0.071
C 0.353 -3.968 -0.241
C 1.304 -0.082 0.916
C 1.885 1.106 0.479
N 2.315 2.161 0.154
O 1.799 -1.311 -1.468
C 4.315 -2.550 -0.179
C 5.394 -3.351 0.208
H 6.183 -4.698 1.708
H 4.183 -4.488 3.188
H 2.265 -3.082 2.492
H -0.600 -1.429 1.829
H -2.388 -3.069 2.366
H -2.398 -5.311 1.259
H -0.641 -5.873 -0.426
H 1.117 -4.200 -0.985
H 1.097 -0.185 1.988
H 4.345 -2.001 -1.121
H 6.270 -3.428 -0.439
C -2.256 4.183 -1.891
N -2.004 3.215 -2.946
C -2.134 3.532 -4.294
C -1.990 2.385 -4.992
N -1.768 1.368 -4.068
C -1.662 -0.035 -4.429
C -1.755 1.890 -2.822
C -1.622 1.125 -1.567
C -0.896 1.772 -0.470
C -1.043 1.306 0.803
C -1.065 2.210 1.947
C -1.911 1.966 3.057
C -2.041 2.916 4.067
C -1.303 4.109 4.017
C -0.437 4.347 2.940
C -0.304 3.402 1.923
O -2.137 -0.005 -1.463
H -2.002 3.772 -0.913
H -1.651 5.080 -2.079
H -3.318 4.471 -1.889
H -2.330 4.533 -4.636
H -2.031 2.191 -6.050
H -1.102 -0.581 -3.665
H -2.659 -0.484 -4.539
H -1.147 -0.094 -5.393
H -0.197 2.567 -0.745
H -1.446 0.302 0.952
H -2.481 1.035 3.076
H -2.717 2.727 4.905
H -1.412 4.855 4.806
H 0.151 5.267 2.896
H 0.405 3.557 1.108
*
```

Values from the calculation:
Energy relative to the best compared isomer or geometry (same formula, charge and spin) ... 0.000 eV
Orbital gap ... 5.431 eV

Results of the Löwdin charge analysis, in e, for atoms 1 through 2:
1 C -0.097
2 C -0.092

Record 6
# C28H26N4O7

2 unconnected molecules or ions with the total composition C28H26N4O7 (ωB97M-V/def2-TZVPD, the Open Molecules 2025 dataset).

```
! wB97M-V def2-TZVPD RIJCOSX def2/J DEFGRID3
* xyz 0 1
O -2.255 1.997 3.662
N -2.583 0.795 3.737
O -3.762 0.433 3.953
C -1.594 -0.230 3.566
C -1.980 -1.567 3.746
C -1.036 -2.583 3.585
C 0.270 -2.279 3.197
C 0.668 -0.925 2.938
C 2.010 -0.622 2.544
N 2.573 0.585 2.894
O 3.832 0.660 3.071
O 1.867 1.629 2.968
C -0.277 0.097 3.195
H -3.011 -1.760 4.019
H -1.346 -3.609 3.793
H 1.046 -3.046 3.154
H 2.725 -1.417 2.334
H 0.038 1.134 3.161
C -0.838 2.820 -4.887
O -0.934 1.535 -4.257
C -2.100 1.224 -3.645
C -3.184 2.091 -3.422
C -4.313 1.600 -2.761
C -4.391 0.282 -2.310
C -3.302 -0.579 -2.535
O -3.176 -1.857 -2.103
C -4.223 -2.403 -1.284
C -2.195 -0.099 -3.226
N -1.101 -0.991 -3.466
C 0.197 -0.795 -3.100
C 0.564 0.112 -2.007
C 1.975 0.479 -1.946
C 2.639 0.831 -0.812
C 4.072 1.100 -0.838
C 4.704 1.553 0.343
C 6.078 1.655 0.445
C 6.876 1.448 -0.686
C 6.272 1.131 -1.910
C 4.891 0.964 -1.993
O -0.300 0.488 -1.204
N 0.897 -1.850 -3.590
C 2.315 -2.132 -3.427
C 0.042 -2.698 -4.277
C -1.198 -2.172 -4.190
H 0.151 2.825 -5.343
H -1.625 2.953 -5.647
H -0.919 3.621 -4.141
H -3.118 3.125 -3.775
H -5.164 2.268 -2.624
H -5.278 -0.096 -1.801
H -3.880 -3.412 -1.058
H -4.353 -1.812 -0.365
H -5.172 -2.434 -1.838
H 2.439 0.532 -2.920
H 2.096 0.999 0.122
H 4.081 1.823 1.190
H 6.523 1.902 1.408
H 7.951 1.528 -0.611
H 6.892 1.017 -2.802
H 4.434 0.782 -2.972
H 2.499 -3.198 -3.612
H 2.918 -1.573 -4.156
H 2.635 -1.889 -2.409
H 0.391 -3.614 -4.723
H -2.137 -2.536 -4.568
*
```

Values from the calculation:
Energy relative to the best compared isomer or geometry (same formula, charge and spin) ... 1.080 eV
Orbital gap ... 4.182 eV

Results of the Löwdin charge analysis, in e, for atoms 1 through 2:
1 O 0.058
2 N -0.323